Below is an isolated molecule of H4N2 in a non-equilibrium geometry, with properties calculated with ωB97M-V/def2-TZVPD.

Each line ends with the natural charge from an NBO analysis.
Geometry (Å):
N -0.62037 -0.20146 0.12171  -0.6953
N 0.75595 -0.27073 -0.19974  -0.6182
H -1.03250 0.93702 -0.16329  0.3234
H -1.06007 -0.96699 -0.52690  0.3467
H 1.06489 -0.43890 0.87877  0.3309
H 0.89210 0.94107 -0.11054  0.3125

As for the spin multiplicity: 1. The SMILES is NN. For the frontier orbital gap, the calculation gives 9.65 eV. As for the energy: -111.7810 Ha. The value obtained for the relative energy (zero: lowest compared OMol25 entry of this formula, charge and spin) is 220.95 kJ/mol.

***

Below is a cluster of 3 separate species, C31H53F5N3O13P2 in total in a non-equilibrium geometry, with properties calculated with ωB97M-V/def2-TZVPD.

Each line ends with the Löwdin charge.
Geometry (Å):
C 0.29447 1.88265 4.10077  -0.0328
C 0.95382 1.48761 2.78097  -0.2253
C 2.11783 2.15436 2.45192  -0.0365
C 2.81977 1.88931 1.27954  -0.0439
C 2.33083 0.89314 0.45888  -0.0636
C 1.17026 0.21247 0.79269  -0.0476
C 0.44083 0.49532 1.93506  -0.1700
C -0.86624 -0.18871 2.34200  -0.0775
C -1.40226 -1.17419 1.28699  -0.1496
C -1.06255 -2.60872 1.85334  -0.2578
C -1.05013 -3.72272 0.77192  -0.1248
C -1.19009 -5.14895 1.37854  -0.0711
C -0.03535 -5.36134 2.36601  -0.4941
O -0.25511 -5.79233 3.46187  0.1345
O 1.26324 -5.06951 1.97090  0.0735
N -1.81191 -2.92898 3.05635  0.0467
C -3.22942 -2.63418 3.03434  -0.2686
C -3.68944 -2.62934 4.51980  -0.0576
C -3.67289 -4.04837 5.15083  -0.2313
O -2.62939 -4.06636 6.11359  0.0106
C -4.97997 -4.21386 5.95881  -0.5961
F -5.15481 -3.18740 6.80273  0.1619
F -6.01237 -4.14741 5.08348  0.1294
F -4.99032 -5.33758 6.65009  0.1908
C -3.64981 -1.25241 2.43324  -0.1474
C -5.17681 -1.37607 2.08810  -0.1168
C -6.02224 -0.12576 2.47870  -0.1535
C -6.85931 0.32005 1.25273  -0.4190
C -8.16105 -0.53162 1.11392  -0.0728
C -7.32991 1.80552 1.34586  -0.0662
N -2.89595 -1.16340 1.11423  0.0345
N -3.42189 -0.20486 0.18710  0.1382
C -3.28788 -0.53613 -1.18638  -0.4302
O -3.95675 0.00845 -2.00561  0.2355
F -2.44512 -1.51183 -1.56387  0.1641
C -3.20562 1.17299 0.49313  -0.4243
O -2.59889 1.87742 -0.25238  0.2396
F -3.64553 1.68660 1.63976  0.1739
H 0.67949 2.86232 4.40501  0.0834
H -0.80072 1.84051 4.08861  0.0680
H 0.64412 1.18351 4.88302  0.0955
H 2.54001 2.92297 3.10162  0.1208
H 3.72408 2.41035 0.96801  0.1053
H 2.83699 0.63556 -0.47053  0.0999
H 0.86224 -0.56980 0.09593  0.1030
H -1.57331 0.62376 2.58520  0.1039
H -0.66367 -0.67588 3.30792  0.1310
H -0.94709 -1.06464 0.29939  0.1334
H -0.01359 -2.50207 2.17791  0.1661
H -1.80771 -3.55201 -0.01606  0.1061
H -0.07781 -3.64939 0.26135  0.1275
H -2.15982 -5.20956 1.87681  0.1093
H -1.09977 -5.85285 0.53836  0.1345
H 1.56547 -5.87127 1.51642  0.1304
H -1.35271 -2.60575 3.89608  0.1281
H -3.80668 -3.40090 2.47931  0.1607
H -4.67657 -2.15281 4.59755  0.1210
H -2.98482 -1.98000 5.05754  0.1423
H -3.54983 -4.85006 4.41069  0.1672
H -1.89727 -4.60933 5.79831  0.1068
H -3.47877 -0.38933 3.07962  0.1505
H -5.56714 -2.21552 2.68331  0.1120
H -5.32819 -1.69460 1.04332  0.1264
H -5.44837 0.68666 2.93838  0.1013
H -6.75695 -0.44778 3.23533  0.1251
H -6.32906 0.16460 0.29668  0.1125
H -8.00239 -1.58692 1.38260  0.0765
H -8.52411 -0.52634 0.07417  0.0851
H -8.97740 -0.09499 1.70565  0.0793
H -8.28825 1.88400 1.87501  0.0766
H -6.56331 2.47448 1.75378  0.0708
H -7.55809 2.10917 0.31050  0.0859
H -3.12273 -2.07644 0.69278  0.1736
C 8.71828 3.81568 -1.12315  -0.1144
O 7.69965 2.86290 -0.72435  -0.2374
P 6.72286 2.13541 -1.91244  0.6937
O 5.50307 2.22079 -1.03375  -0.2655
O 7.47469 0.69077 -1.73590  -0.2624
C 8.87842 0.58867 -1.99161  -0.1029
O 5.86321 1.61248 -3.26034  -0.3035
C 4.94698 0.54624 -3.07255  -0.1279
H 8.64160 4.69279 -0.48264  0.0865
H 9.70485 3.37006 -0.98795  0.0811
H 8.60610 4.12670 -2.16115  0.0779
H 9.42590 0.66576 -1.05083  0.0898
H 9.22691 1.35992 -2.68091  0.0840
H 9.08065 -0.38614 -2.43101  0.0910
H 4.03960 0.91126 -2.59184  0.0675
H 5.38442 -0.26309 -2.48855  0.0854
H 4.69162 0.16519 -4.06190  0.0927
C 3.71569 3.80640 -10.11641  -0.1160
O 4.50593 3.11211 -9.12026  -0.2328
P 4.73933 3.82502 -7.60235  0.6334
O 6.17262 3.45245 -7.42569  -0.2482
O 3.73960 2.73740 -6.88371  -0.2677
C 2.41473 2.56497 -7.38062  -0.1156
O 4.56287 4.92496 -6.36153  -0.2836
C 5.05995 4.52933 -5.08876  -0.1273
H 4.25736 3.79126 -11.06075  0.0878
H 2.76501 3.28788 -10.25114  0.0794
H 3.52163 4.84215 -9.83855  0.0817
H 2.38821 1.71066 -8.05976  0.0899
H 2.05153 3.45424 -7.89991  0.0783
H 1.75291 2.35994 -6.54030  0.0873
H 6.14647 4.61487 -5.06577  0.0836
H 4.75698 3.51501 -4.83460  0.0681
H 4.64201 5.21246 -4.34851  0.0920

As for the spin multiplicity: 1. The net charge is +1. For the frontier orbital gap, the calculation gives 7.26 eV. As for the energy: -3537.0755 Ha.

***

Below is a cluster of 2 separate species, C4H13NOS in total in a non-equilibrium geometry, with properties calculated with ωB97M-V/def2-TZVPD.

Each line ends with the natural charge from an NBO analysis.
Geometry (Å):
C 0.00410 -1.48188 2.54757  -0.7370
S 1.52168 -0.45669 2.44380  0.1482
C 0.73934 0.78772 1.22062  -0.4843
C 1.22352 0.50270 -0.25648  -0.4429
C 0.43580 1.43474 -1.19141  -0.2143
N -1.00299 0.83959 -1.41468  -0.8705
H -0.80915 -0.91222 3.00380  0.2102
H -0.30927 -1.81091 1.56416  0.2117
H 0.23514 -2.41835 3.08170  0.2329
H -0.34034 0.67316 1.26136  0.1975
H 1.11145 1.81681 1.55181  0.2177
H 2.21936 0.79679 -0.54456  0.2255
H 0.81551 -0.52727 -0.25125  0.2327
H 1.01201 1.44065 -2.09544  0.1996
H 0.39554 2.49927 -0.77265  0.1759
H -1.60529 1.46066 -1.99613  0.3694
H -1.40569 0.76673 -0.52247  0.3502
O -1.10892 -2.08428 -2.52223  -0.9738
H -1.18669 -1.10038 -2.18666  0.4956
H -1.94511 -2.22685 -2.92086  0.4558

As for the spin multiplicity: 1. The SMILES is CSCCCN.O. For the frontier orbital gap, the calculation gives 9.46 eV. As for the energy: -688.3361 Ha. The value obtained for the relative energy (zero: lowest compared OMol25 entry of this formula, charge and spin) is 138.14 kJ/mol.

***

Below is a structure of composition C22H30N3O4S in a non-equilibrium geometry, with properties calculated with ωB97M-V/def2-TZVPD.

Each line ends with the natural charge from an NBO analysis.
Geometry (Å):
C -3.40430 -2.90517 2.32004  -0.6364
C -1.99404 -2.43175 1.91285  -0.0990
H -1.25932 -2.83157 2.68302  0.1918
H -1.98695 -1.26928 1.95889  0.2009
O -1.29719 -2.78392 0.64177  -0.5439
C -2.02320 -2.03077 -0.35313  0.9304
O -2.90107 -1.04061 -0.33964  -0.6197
N -1.44030 -2.66375 -1.43292  -0.4844
C -0.56675 -3.74915 -1.56267  -0.2476
H -0.43170 -4.17272 -0.71809  0.2557
C 0.56934 -3.30103 -2.10879  -0.3942
H 1.18075 -4.11056 -2.66561  0.2450
H 1.55109 -2.96401 -1.59822  0.2242
C 0.37069 -2.10876 -3.20081  -0.0204
N 0.82577 -0.83402 -2.48648  -0.5562
C 2.08179 -0.41515 -2.27963  -0.2207
H 2.63812 -0.13388 -3.36016  0.2227
C 2.27583 0.62177 -1.20889  -0.2353
N 1.17007 1.30200 -1.17789  -0.7597
H 0.13783 -0.78801 -1.53538  0.5439
C 0.82927 1.69561 -2.49489  -0.2095
H -0.18268 2.58931 -2.39282  0.2733
H 1.47920 2.07510 -3.05496  0.2022
C 0.00452 0.53347 -3.15118  -0.1709
H 0.51015 0.17883 -4.06112  0.2150
H -0.94625 0.35610 -3.08765  0.2140
S 0.02082 1.14838 -0.25125  2.3980
O -1.30058 1.59405 -0.54151  -0.8652
O -0.12833 -0.25712 -0.05024  -0.9904
C 0.40787 1.77816 1.35882  -0.3710
C 0.34033 3.01086 1.68726  -0.1306
C 0.90512 3.64077 2.85766  -0.0344
C 0.65878 5.02962 3.06161  -0.1572
C 1.20699 5.64697 4.18654  -0.2041
C 1.66334 4.79870 5.23467  -0.1691
C 1.56357 3.28382 5.16171  -0.1153
C 1.42482 2.70722 3.87170  -0.0529
C 1.13573 1.55547 3.55217  -0.2103
C 0.91666 0.89192 2.45809  -0.1510
H 0.85264 -0.10025 2.37170  0.2194
H 1.63502 0.85069 4.24125  0.2097
H 1.89834 2.93146 5.91044  0.1716
H 1.96372 5.27778 6.22370  0.2271
H 1.11760 6.75972 4.36284  0.2337
H 0.36061 5.70662 2.41553  0.2099
H -0.03759 3.62846 0.67254  0.2107
H 2.32773 0.08688 -0.32701  0.2455
H 3.25774 1.07134 -1.52139  0.2342
H 2.67269 -1.58246 -1.88619  0.2354
C -1.00689 -2.06649 -3.69918  -0.4482
H -1.01355 -3.18442 -4.29721  0.2158
H -1.12061 -1.45491 -4.54914  0.2446
C -2.04381 -2.29092 -2.79451  -0.2288
H -2.43641 -1.01280 -2.67051  0.2012
H -3.01201 -2.63929 -3.22210  0.2561
H 0.94148 -2.07724 -4.08114  0.2189
H -1.02939 -4.47250 -2.27968  0.1998
H -3.31714 -3.91702 2.37980  0.2013
H -3.67524 -2.66025 3.42266  0.2446
H -4.34076 -2.50125 1.49473  0.2298

As for the spin multiplicity: 1. The net charge is +1. For the frontier orbital gap, the calculation gives 8.49 eV. As for the energy: -1718.8191 Ha. The value obtained for the relative energy (zero: lowest compared OMol25 entry of this formula, charge and spin) is 0.00 kJ/mol.

***

| no. | LUMO (eV) |
| --- | --- |
| 1 | 0.80 |
| 2 | -3.80 |
| 3 | 0.85 |
| 4 | -2.37 |